(1)
The following is a DFT calculation (ωB97M-V/def2-TZVPD) of a single C6H9N molecule.

Calculated values
LUMO level ... 0.846 eV
Energy ... -7856.7464 eV
Relative energy (zero: lowest compared OMol25 entry of this formula, charge and spin) ... 32.6 kcal/mol
HOMO-LUMO gap ... 9.4 eV
SMILES string ... CC1=CN=C[C@@H]1C

```
! wB97M-V def2-TZVPD RIJCOSX def2/J DEFGRID3
* xyz 0 1
C -0.02 1.09 1.76
C 0.32 0.20 0.62
C -0.75 0.40 -1.57
C -0.68 -0.48 -0.29
C 0.16 -1.67 -0.69
N 1.41 -1.49 -0.50
C 1.51 -0.34 0.32
H -0.57 0.48 2.50
H -0.67 1.94 1.50
H 0.89 1.46 2.24
H -1.14 1.40 -1.34
H -1.36 -0.03 -2.37
H -1.67 -0.71 0.11
H -0.19 -2.62 -1.05
H 0.28 0.46 -1.94
H 2.49 -0.09 0.70
*
```


(2)
The following is a DFT calculation (ωB97M-V/def2-TZVPD) of a single C6H9N molecule.

Calculated values
LUMO level ... 0.561 eV
Energy ... -7854.6115 eV
Relative energy (zero: lowest compared OMol25 entry of this formula, charge and spin) ... 81.8 kcal/mol
HOMO-LUMO gap ... 7.7 eV

```
! wB97M-V def2-TZVPD RIJCOSX def2/J DEFGRID3
* xyz 0 1
C -0.96 1.56 0.59
C -0.61 0.24 0.00
C 0.47 -0.05 -0.98
C 0.37 -1.52 -1.39
C 1.69 0.06 0.01
C -0.55 -1.98 -0.51
N -1.10 -0.92 0.34
H -0.91 1.56 1.68
H -0.28 2.33 0.20
H -1.98 1.83 0.29
H 0.57 0.69 -1.78
H 1.67 -0.81 0.67
H 1.67 0.98 0.62
H 2.60 0.05 -0.58
H -0.94 -2.97 -0.30
H -1.71 -1.05 1.14
*
```


(3)
The following is a DFT calculation (ωB97M-V/def2-TZVPD) of a single C6H9N molecule.

Calculated values
LUMO level ... 0.985 eV
Energy ... -7854.0584 eV
Relative energy (zero: lowest compared OMol25 entry of this formula, charge and spin) ... 94.6 kcal/mol
HOMO-LUMO gap ... 7.7 eV

```
! wB97M-V def2-TZVPD RIJCOSX def2/J DEFGRID3
* xyz 0 1
C -2.16 0.16 -2.63
C -1.43 0.33 -1.38
C -0.84 0.49 -0.34
C -0.11 0.83 0.90
C 0.16 -0.23 1.92
C 2.04 -1.11 0.74
N 1.29 -0.92 1.83
H -1.51 -0.25 -3.42
H -2.55 1.12 -2.99
H -3.01 -0.52 -2.51
H -0.66 1.64 1.40
H 0.87 1.23 0.61
H -0.42 -0.33 2.83
H 3.05 -1.48 0.85
H 1.57 -1.00 -0.22
H 1.65 -1.31 2.70
*
```